ORCA calculation (the ωB97M-V functional and the def2-TZVPD basis) on a cluster of 2 separate species, C27H52F2NO5 in total in a non-equilibrium geometry.

Its spin multiplicity is 1. As for the total energy: -46006.0216 eV. The charge is -1.

```
87
Properties=species:S:1:pos:R:3:forces:R:3
C 5.509299 -1.818523 1.904452 -0.269 -0.174 -0.571
C 5.393477 -2.306867 0.416348 0.081 0.436 0.072
C 6.357071 -1.498676 -0.559507 -0.882 -0.730 0.339
C 5.571942 -0.783172 -1.722122 1.142 0.665 0.545
C 5.157062 0.687992 -1.295875 -0.358 -0.671 -0.697
C 3.623754 0.999010 -1.476930 0.234 -0.190 0.618
C 3.089337 1.899775 -0.287046 0.397 0.017 -0.666
C 2.365906 3.184849 -0.803873 0.572 -0.052 0.382
C 1.661447 4.037228 0.317887 -0.282 0.659 -0.653
C 0.122086 4.270337 -0.000059 0.555 -0.146 0.870
C -0.744643 3.427805 1.005396 -0.659 -0.357 -0.332
C -1.960634 2.703995 0.328667 0.010 0.867 -0.240
C -1.576879 1.816197 -0.910357 -0.193 0.505 0.595
C -0.371842 0.851722 -0.674845 0.079 -0.537 -1.018
C -0.798206 -0.589404 -0.196179 -0.179 1.429 1.473
N -1.905303 -1.162060 -0.976218 0.796 -1.036 0.615
C -2.952750 -1.707657 -0.167847 -1.476 0.712 -0.306
F -2.507241 -2.507809 0.934416 0.053 0.276 -0.404
C -3.902472 -0.604998 0.430045 0.450 -0.516 0.353
C -4.872908 -0.005876 -0.647579 0.276 -0.542 0.188
C -1.449188 -2.054299 -2.065651 -1.309 -1.102 -2.089
C -2.523761 -1.916738 -3.229844 0.503 1.358 0.323
C -1.351189 -3.573819 -1.699655 0.509 -0.790 0.126
C -0.821402 -4.473613 -2.882052 0.456 -0.236 0.675
C 0.528241 -5.189405 -2.542824 -0.931 -0.335 -0.175
F -1.775377 -5.542487 -3.078282 0.288 0.626 0.037
C -0.068256 -1.638938 -2.717108 2.899 -0.227 0.671
O 0.005948 -0.881766 -3.693831 -1.426 0.356 -0.204
O 0.989564 -2.151795 -2.197162 -1.644 -0.017 0.330
H 6.578242 -1.827220 2.225685 -0.826 -0.053 -0.034
H 5.110616 -0.776733 1.998487 0.410 -0.758 -0.102
H 4.881074 -2.469283 2.556548 0.622 0.447 -0.273
H 4.329684 -2.192024 0.095294 0.778 -0.067 0.140
H 5.627351 -3.394315 0.336260 -0.175 0.724 0.211
H 6.919059 -0.781264 0.087232 -0.275 -0.290 -0.779
H 7.090034 -2.225258 -0.976082 -0.367 0.543 0.191
H 6.301546 -0.682979 -2.561589 -0.793 -0.279 0.298
H 4.689398 -1.385691 -2.028192 0.644 0.374 0.090
H 5.707604 1.392183 -1.969847 -0.171 -0.368 0.919
H 5.484270 0.810970 -0.233828 -0.348 0.222 -0.845
H 3.477139 1.493785 -2.468753 -0.035 -0.297 0.817
H 3.057528 0.034371 -1.515945 0.301 0.806 0.006
H 2.459398 1.276421 0.389340 0.252 0.563 -0.486
H 3.981497 2.213757 0.310118 -0.726 -0.113 -0.276
H 3.159150 3.832916 -1.256895 -0.548 -0.566 0.158
H 1.682564 2.916213 -1.646636 0.282 0.175 0.826
H 2.174514 5.032177 0.377327 -0.367 -0.770 -0.043
H 1.773746 3.586907 1.334044 -0.060 0.147 -0.831
H -0.140728 5.353582 0.084675 0.181 -0.793 -0.002
H -0.051595 3.985105 -1.061096 -0.041 0.110 0.822
H -1.137807 4.055408 1.846076 0.388 -0.354 -0.686
H -0.118399 2.640517 1.483425 -0.275 0.581 -0.318
H -2.540692 2.175426 1.121758 0.451 0.095 -0.590
H -2.646635 3.508730 -0.056111 0.397 -0.650 0.341
H -1.339940 2.514581 -1.751771 -0.095 -0.603 0.623
H -2.510376 1.290338 -1.230680 0.971 0.061 0.171
H 0.376527 1.261036 0.048121 -0.771 -0.279 -0.445
H 0.181055 0.790869 -1.648223 -0.434 -0.256 0.753
H 0.078197 -1.266894 -0.074466 -0.612 0.409 -0.481
H -1.190746 -0.429052 0.846252 0.302 -0.240 -0.742
H -3.611909 -2.374963 -0.774979 0.783 0.365 0.347
H -4.501176 -1.103215 1.234069 0.504 0.386 -0.584
H -3.247787 0.140599 0.932592 -0.590 -0.249 -0.403
H -4.612568 -0.452237 -1.637959 -0.266 0.511 0.631
H -5.910317 -0.325366 -0.380661 0.708 0.472 -0.395
H -4.814972 1.103128 -0.731267 -0.078 -0.823 0.122
H -2.464318 -0.841117 -3.537822 -0.053 -0.876 0.144
H -3.566000 -2.076583 -2.875491 0.655 -0.366 -0.283
H -2.256200 -2.501299 -4.132971 -0.395 0.140 0.701
H -0.665136 -3.764503 -0.838127 -0.491 0.532 -0.618
H -2.326277 -4.036912 -1.403585 0.517 0.635 -0.331
H -0.778223 -3.935637 -3.850385 0.047 -0.314 0.614
H 1.404121 -4.572593 -2.830250 -0.639 -0.353 0.411
H 0.502514 -5.427429 -1.453987 0.358 0.306 -0.717
H 0.521945 -6.180035 -3.066267 0.177 0.878 0.170
C -5.765551 2.977275 5.680319 -0.252 0.095 0.133
O -4.592360 2.875502 4.877424 0.060 -0.051 -0.007
C -3.992521 1.678456 4.931860 0.161 -0.010 -0.164
O -4.361404 0.733677 5.581671 -0.004 0.179 -0.036
O -2.918366 1.718881 4.141916 -0.163 0.111 0.112
C -2.172318 0.500094 4.098989 0.272 -0.355 -0.128
H -6.160598 3.983869 5.555856 0.204 -0.005 -0.148
H -6.520885 2.263235 5.351034 0.097 -0.071 0.113
H -5.526411 2.824525 6.733235 -0.036 -0.148 -0.069
H -2.783879 -0.312151 3.705537 -0.012 0.022 0.134
H -1.787810 0.247965 5.087612 -0.168 -0.031 -0.005
H -1.327949 0.651248 3.428744 -0.148 0.250 -0.032
```
Forces are in eV/Å.



ORCA calculation (the ωB97M-V functional and the def2-TZVPD basis) on a structure of composition C27H52I2N3O2SbSi3V in a non-equilibrium geometry.

Its spin multiplicity is 3. For the energy relative to the best compared isomer or geometry (same formula, charge and spin), the calculation gives 0.0 kJ/mol. The charge is +1.

```
91
Properties=species:S:1:pos:R:3:forces:R:3
V 12.735327 9.179428 9.090692 0.256 -0.311 1.317
I 9.161271 5.582147 8.887259 0.149 -0.070 0.029
C 10.118201 6.289842 10.585298 0.400 -0.028 0.538
C 9.835895 5.728983 11.851425 -0.752 -0.198 -0.238
C 10.398978 6.167413 13.009342 0.394 0.459 -0.405
I 10.073536 5.334310 14.862404 -0.477 -0.525 0.219
C 11.321817 7.227116 12.919472 0.515 0.104 0.214
C 12.093541 7.689763 13.993783 0.196 0.419 0.264
C 13.034805 8.650112 13.782384 0.457 0.368 0.466
C 13.227414 9.171200 12.498149 0.104 0.245 0.261
N 12.530746 8.767440 11.476308 0.439 0.297 -0.727
C 11.627195 7.789075 11.666144 -0.157 -0.114 1.005
C 11.078069 7.281491 10.496346 -0.856 -0.997 -0.937
O 11.573372 7.709206 9.371794 -0.065 0.276 -1.338
H 9.116136 4.935816 11.896381 -0.239 -0.347 -0.029
H 11.960408 7.287077 14.983738 -0.072 -0.046 0.085
H 13.641805 9.030051 14.600798 -0.099 -0.123 -0.143
H 13.970802 9.931451 12.316301 0.138 0.133 -0.035
C 13.548016 7.358116 6.643046 -0.237 -0.881 -0.184
C 13.413247 8.794776 6.236068 -0.244 0.101 -0.240
C 14.761381 9.308212 5.766544 -0.133 0.641 0.269
O 12.891432 9.517771 7.338008 0.227 0.313 -0.109
H 14.237456 7.324551 7.488351 0.032 -0.183 0.124
H 13.960090 6.707673 5.858612 -0.104 0.271 0.106
H 12.573540 6.956018 6.935255 0.157 -0.048 0.119
H 12.664195 8.900194 5.439018 0.216 -0.077 -0.082
H 15.486399 9.198549 6.581834 0.033 -0.042 -0.123
H 14.737087 10.366519 5.478515 -0.069 -0.209 0.033
H 15.082189 8.719382 4.912066 0.144 -0.016 -0.078
C 10.450635 11.463686 12.915582 -0.135 0.378 -0.147
Si 11.027721 12.548666 11.508918 0.070 0.045 0.478
C 12.820812 12.999039 11.742616 -0.205 0.357 -0.550
C 9.933883 14.035582 11.319579 -0.597 -0.139 0.301
Sb 10.849323 11.160190 9.464894 0.492 -0.466 -0.162
Si 11.390223 12.572855 7.463565 0.544 0.090 -0.475
C 10.542036 14.220113 7.496966 0.124 0.243 0.569
C 13.245499 12.831833 7.605129 -0.034 0.136 0.789
C 11.004668 11.570660 5.937273 -0.389 0.263 0.150
Si 8.501073 10.307207 9.217147 -0.394 -0.146 -0.288
C 8.009453 9.077828 10.527049 -0.050 -0.148 0.010
C 8.462357 9.416507 7.581586 0.343 0.344 0.150
C 7.359140 11.790677 9.240507 0.469 0.023 -0.029
H 10.606037 11.996129 13.846537 -0.013 0.158 0.342
H 11.013923 10.543065 12.976807 0.045 -0.315 -0.051
H 9.386477 11.247690 12.831952 -0.053 -0.123 0.010
H 12.909110 13.626242 12.623590 0.195 0.013 0.273
H 13.156096 13.594665 10.887398 0.041 -0.012 0.080
H 13.463015 12.129023 11.807932 0.133 -0.146 0.170
H 9.976292 14.709986 12.170939 0.227 0.136 0.147
H 8.897457 13.685423 11.297673 -0.009 -0.042 -0.075
H 10.080126 14.604252 10.413949 0.207 0.163 -0.244
H 10.901532 14.777947 8.372894 -0.140 -0.092 -0.118
H 9.464901 14.110892 7.586427 -0.167 0.116 -0.078
H 10.786754 14.836584 6.637414 -0.055 -0.029 -0.290
H 13.529611 13.249515 8.588146 -0.167 -0.237 -0.246
H 13.601039 13.555930 6.886717 0.091 0.165 -0.469
H 13.767253 11.887053 7.468071 0.065 -0.031 -0.069
H 9.968496 11.718046 5.620331 0.078 -0.037 -0.033
H 11.183680 10.520563 6.127581 -0.020 -0.176 -0.020
H 11.657375 11.890661 5.131913 0.121 0.083 -0.240
H 8.406354 8.073955 10.351875 0.021 0.286 -0.064
H 6.921818 8.991608 10.487129 -0.118 0.017 0.019
H 8.273443 9.367953 11.535769 0.072 0.123 0.295
H 9.169761 8.587218 7.610151 -0.055 -0.107 -0.046
H 8.724104 10.061682 6.741467 -0.163 -0.059 -0.003
H 7.453363 9.033827 7.470955 -0.192 -0.194 -0.262
H 7.381868 12.278191 10.201264 -0.044 0.088 0.577
H 6.341138 11.475222 9.063298 -0.377 -0.053 -0.185
H 7.640914 12.571602 8.534946 -0.042 -0.142 -0.276
C 18.154912 6.443906 11.160888 0.013 0.122 -0.171
C 17.610467 6.780884 9.782843 0.220 -0.084 -0.233
N 16.852955 8.034590 9.733960 -0.022 -0.011 -0.141
C 17.656325 9.258087 9.595049 -0.620 -0.020 -0.488
C 17.680266 10.068620 10.861290 0.547 0.211 0.238
C 15.516030 8.068976 9.824328 -0.099 0.213 0.219
C 14.800792 6.788092 10.174311 0.197 0.005 -0.292
N 14.791355 9.159916 9.690386 0.090 0.280 -0.610
H 18.771948 5.556085 11.057738 0.082 -0.119 0.219
H 17.355056 6.252166 11.872040 -0.039 -0.086 0.061
H 18.767681 7.252405 11.558488 0.074 -0.033 -0.037
H 16.997496 5.954528 9.409219 0.139 0.253 0.026
H 18.448092 6.910285 9.076969 -0.348 -0.184 0.212
H 17.289087 9.829330 8.731731 0.008 0.005 0.130
H 18.663843 8.960675 9.345899 0.216 -0.178 -0.127
H 16.695034 10.361839 11.181733 -0.403 0.158 0.136
H 18.289791 10.969797 10.732874 -0.119 -0.158 0.032
H 18.125418 9.458469 11.645713 0.004 0.147 0.152
H 14.903011 6.030089 9.396975 0.098 0.056 -0.033
H 13.743613 6.967900 10.294997 -0.136 0.069 0.103
H 15.209489 6.379000 11.094509 -0.025 -0.053 0.095
H 15.326652 9.992333 9.410045 -0.155 -0.536 0.187
```
Forces are in eV/Å.